Record 1
Below is a molecular structure, C24H23AuCl2N9P in a non-equilibrium geometry, with properties calculated with ωB97M-V/def2-TZVPD.

Geometry (Å):
Au 1.53 -0.87 -0.07
C -1.41 -3.24 0.38
C -2.34 -2.40 -0.45
C -3.49 -2.98 -0.98
C -4.41 -2.24 -1.70
C -4.20 -0.89 -1.93
C -3.05 -0.29 -1.43
C -2.12 -1.04 -0.70
P -0.68 -0.18 -0.02
C -0.78 1.51 -0.67
C -1.26 2.53 0.14
C -1.39 3.82 -0.35
C -1.03 4.09 -1.66
C -0.52 3.07 -2.46
C -0.38 1.78 -1.99
C 0.19 0.71 -2.88
C -0.98 -0.07 1.76
C -2.22 -0.09 2.38
C -2.28 -0.19 3.76
C -1.11 -0.33 4.50
C 0.13 -0.32 3.87
C 0.20 -0.13 2.50
C 1.52 0.07 1.82
H -1.88 -4.18 0.64
H -1.15 -2.73 1.32
H -0.48 -3.46 -0.15
H -3.67 -4.03 -0.80
H -5.30 -2.72 -2.09
H -4.92 -0.30 -2.48
H -2.88 0.76 -1.62
H -1.54 2.32 1.17
H -1.79 4.60 0.28
H -1.13 5.09 -2.06
H -0.22 3.29 -3.48
H 0.27 1.05 -3.91
H -0.42 -0.20 -2.88
H 1.19 0.43 -2.55
H -3.12 -0.06 1.78
H -3.24 -0.20 4.26
H -1.16 -0.45 5.57
H 1.04 -0.43 4.44
H 2.39 -0.32 2.35
H 1.69 1.07 1.44
N 4.57 -2.65 -0.33
C 4.61 -1.28 -0.34
N 5.71 -0.57 -0.38
N 5.29 0.72 -0.40
N 4.01 0.79 -0.37
N 3.53 -0.49 -0.34
C 3.43 -3.39 -0.59
N 3.45 -4.69 -0.75
N 2.15 -5.02 -0.96
N 1.41 -3.97 -0.92
N 2.20 -2.89 -0.68
H 5.44 -3.14 -0.37
Cl 3.51 5.90 0.51
C 2.00 5.02 0.25
Cl 2.22 3.26 0.33
H 1.62 5.26 -0.73
H 1.30 5.31 1.02

Properties
**Net charge**: 0
**E**: -2818.51080 Eh
**Gap between HOMO and LUMO**: 6.14 eV
**Molar mass**: 736.4 g/mol
**HOMO level**: -0.2987 Ha



Record 2
Below is a molecular structure, C24H23B2CoF4GeN8, with properties calculated with ωB97M-V/def2-TZVPD.

Geometry (Å):
Co 0.97 0.12 0.45
C 4.65 -1.45 1.00
C 3.72 -0.45 1.23
N 2.57 -0.80 0.65
N 2.73 -1.99 0.05
C 3.99 -2.41 0.25
B 1.54 -2.58 -0.77
N 0.32 -2.56 0.21
C -0.54 -3.50 0.61
C -1.43 -2.95 1.52
C -1.05 -1.62 1.62
N 0.00 -1.40 0.83
N 1.22 -1.50 -1.84
C 1.24 -1.44 -3.18
C 0.99 -0.14 -3.58
C 0.82 0.58 -2.40
N 0.95 -0.26 -1.36
N 1.82 -3.94 -1.27
C 2.18 -5.04 -0.54
C 2.30 -6.09 -1.40
C 2.00 -5.55 -2.66
N 1.71 -4.27 -2.59
H 5.67 -1.48 1.34
H 3.83 0.48 1.77
H 4.32 -3.34 -0.16
H -0.46 -4.51 0.22
H -2.23 -3.44 2.03
H -1.47 -0.82 2.22
H 1.43 -2.34 -3.73
H 0.94 0.24 -4.58
H 0.60 1.62 -2.25
H 2.31 -4.98 0.53
H 2.57 -7.11 -1.16
H 1.98 -6.05 -3.62
F 0.17 2.99 1.68
B 1.46 2.24 1.81
F 1.07 0.95 2.30
F 2.32 2.91 2.54
F 1.85 1.95 0.46
Ge -1.35 2.33 0.64
C -2.65 1.91 1.96
C -3.96 1.66 1.56
C -4.91 1.33 2.52
C -4.55 1.26 3.86
C -3.24 1.51 4.25
C -2.28 1.83 3.30
C -1.37 3.49 -0.85
C -0.18 3.99 -1.40
C -0.26 4.88 -2.46
C -1.49 5.25 -2.98
C -2.67 4.75 -2.43
C -2.61 3.88 -1.35
H -0.54 0.95 0.37
H -4.26 1.72 0.52
H -5.93 1.14 2.22
H -5.29 1.01 4.60
H -2.96 1.46 5.29
H -1.26 2.03 3.62
H 0.78 3.72 -1.00
H 0.65 5.28 -2.89
H -1.54 5.94 -3.81
H -3.63 5.06 -2.83
H -3.54 3.52 -0.92

Properties
**Net charge**: +2
**E**: -5275.00786 Eh
**Gap between HOMO and LUMO**: 6.31 eV
**Molar mass**: 652.7 g/mol
**HOMO level**: -0.5230 Ha



Record 3
Below is 3 unconnected molecules or ions with the total composition C24H23BF2N2O9P2 in a non-equilibrium geometry, with properties calculated with ωB97M-V/def2-TZVPD.

Geometry (Å):
C -3.28 1.61 3.88
C -2.71 1.73 2.69
C -1.67 1.69 1.44
C -1.85 0.36 0.56
C -2.12 0.27 -0.99
B -2.24 1.67 -1.82
N -3.38 2.10 -2.68
O -1.14 2.62 -1.66
C -2.25 -1.12 -1.81
P -2.61 -1.11 -3.66
O -4.08 -0.60 -3.83
O -1.52 -0.10 -4.57
O -2.56 -2.64 -4.43
C -2.09 -2.48 -0.97
C -2.17 -3.95 -1.62
P -3.97 -4.55 -1.72
O -4.65 -4.10 -0.38
O -4.04 -6.28 -1.69
O -4.87 -3.87 -3.00
C -1.83 -2.40 0.58
C -1.72 -1.04 1.35
C -1.44 -1.34 2.91
O -0.99 -0.64 3.86
N -1.84 -2.79 3.00
C -1.67 -3.54 1.70
O -1.47 -4.79 1.64
H -3.96 1.20 4.73
H -1.81 2.68 0.88
H -0.57 1.67 1.84
H -4.05 2.69 -2.17
H -3.01 2.63 -3.51
H -0.40 2.20 -1.14
H -0.62 -0.15 -4.18
H -1.61 -2.92 -4.56
H -1.65 -4.67 -0.85
H -1.57 -4.07 -2.60
H -4.30 -6.56 -0.77
H -5.73 -3.59 -2.59
H -1.23 -3.38 3.60
F 1.83 0.51 0.87
C 2.60 0.21 1.92
C 3.16 1.22 2.68
C 3.95 0.89 3.78
C 4.19 -0.44 4.09
C 3.62 -1.45 3.32
C 2.82 -1.12 2.23
H 2.97 2.25 2.42
H 4.39 1.68 4.39
H 4.81 -0.70 4.95
H 3.81 -2.49 3.56
H 2.36 -1.90 1.62
F 3.45 3.78 1.36
C 3.98 3.93 0.13
C 4.43 5.17 -0.27
C 4.98 5.33 -1.54
C 5.07 4.23 -2.39
C 4.60 2.99 -1.99
C 4.06 2.83 -0.71
H 4.35 6.02 0.41
H 5.35 6.30 -1.85
H 5.50 4.35 -3.38
H 4.67 2.13 -2.66
H 3.70 1.86 -0.38

Properties
**Net charge**: 0
**E**: -2622.20271 Eh
**Structure (SMILES)**: C#CCc1c(B(N)O)c(P(=O)(O)O)c(CP(=O)(O)O)c2c1C(=O)NC2=O.Fc1ccccc1.Fc1ccccc1
**Gap between HOMO and LUMO**: 7.73 eV
**Molar mass**: 594.2 g/mol
**HOMO level**: -0.3496 Ha



Record 4
Below is a molecular structure, C24H23Cl2MnN7O2P in a non-equilibrium geometry, with properties calculated with ωB97M-V/def2-TZVPD.

Geometry (Å):
Mn 0.10 1.02 -0.82
Cl 2.24 2.81 5.41
C 1.88 3.10 3.74
C 1.09 2.19 3.06
C 0.79 2.37 1.72
N -0.15 1.57 1.02
C -1.26 1.06 1.57
O -1.52 0.68 2.70
C -2.35 1.07 0.50
C -3.69 1.07 0.82
C -4.62 1.20 -0.20
C -4.18 1.31 -1.51
C -2.82 1.29 -1.75
N -1.92 1.18 -0.77
C 1.32 3.49 1.03
C 2.07 4.42 1.74
C 2.36 4.22 3.08
Cl 3.33 5.40 3.90
N 0.92 3.71 -0.31
C 1.32 2.84 -1.17
O 0.62 2.42 -2.19
C 2.56 2.04 -0.92
C 3.86 2.50 -0.96
C 4.87 1.62 -0.63
C 4.53 0.33 -0.23
C 3.20 -0.04 -0.21
N 2.22 0.79 -0.57
H 0.68 1.34 3.59
H -3.97 0.98 1.87
H -5.68 1.22 0.03
H -4.87 1.44 -2.33
H -2.42 1.40 -2.76
H 2.43 5.30 1.24
H 4.06 3.53 -1.25
H 5.90 1.93 -0.66
H 5.29 -0.38 0.07
H 2.92 -1.03 0.11
C -0.40 -4.20 0.33
N -1.68 -3.36 0.36
C -2.46 -3.64 -0.94
N -1.66 -3.38 -2.08
C -0.44 -4.19 -2.04
N 0.35 -3.93 -0.84
C 0.94 -2.59 -0.84
P -0.34 -1.26 -0.90
C -1.38 -1.89 0.50
C -1.37 -1.95 -2.26
H -0.72 -5.24 0.35
H 0.16 -3.96 1.23
H -2.25 -3.65 1.16
H -3.35 -3.01 -0.91
H -2.74 -4.69 -0.89
H 0.16 -3.96 -2.92
H -0.72 -5.24 -2.07
H 1.61 -2.49 -1.70
H 1.55 -2.47 0.05
H -2.33 -1.36 0.52
H -0.88 -1.73 1.45
H -0.87 -1.80 -3.22
H -2.31 -1.39 -2.30

Properties
**Net charge**: +1
**E**: -3874.62072 Eh
**Multiplicity**: 2
**Gap between HOMO and LUMO (spin up / spin down)**: 6.59 / 6.71 eV
**Molar mass**: 598.3 g/mol
**HOMO level (spin up / spin down)**: -0.3558 / -0.3603 Ha